{"formula": "C37H57FMgN3O3PTe", "method": "wB97M-V/def2-TZVPD", "total_charge": 2, "multiplicity": 1, "e_homo_ev": -12.83, "homo_lumo_gap_ev": 7.88, "de_lowest_kcal_mol": 2.5, "elements": ["Mg", "F", "C", "C", "C", "C", "O", "C", "C", "N", "C", "C", "C", "C", "C", "C", "N", "C", "C", "N", "C", "C", "C", "O", "O", "H", "H", "H", "H", "H", "H", "H", "H", "H", "H", "H", "H", "H", "H", "H", "H", "H", "H", "C", "Te", "C", "H", "H", "H", "H", "H", "H", "C", "C", "C", "C", "C", "C", "P", "C", "C", "C", "C", "C", "C", "C", "C", "C", "C", "C", "C", "H", "H", "H", "H", "H", "H", "H", "H", "H", "H", "H", "H", "H", "H", "H", "H", "H", "H", "H", "H", "H", "H", "H", "H", "H", "H", "H", "H", "H", "H", "H", "H", "H"], "positions_angstrom": [[1.22770, -1.08233, -1.92196], [1.24767, 4.51405, 1.99979], [0.28751, 4.12132, 1.13931], [0.47829, 2.96643, 0.43814], [-0.46906, 2.55126, -0.50839], [-0.25027, 1.31830, -1.26420], [0.79596, 0.64841, -1.02280], [-1.26229, 0.97062, -2.19706], [-2.35539, 1.79169, -2.31054], [-2.54161, 2.93862, -1.64621], [-3.75531, 3.69783, -1.85370], [-3.66174, 5.03455, -2.53394], [-4.26681, 3.86371, -3.24978], [-1.60663, 3.34355, -0.70873], [-1.80185, 4.50636, 0.04962], [-0.86185, 4.92340, 0.97435], [-1.09694, 6.10702, 1.70419], [-1.46168, 7.31475, 0.98267], [-2.62780, 7.97894, 1.72013], [-2.48807, 7.65106, 3.19170], [-1.04241, 7.62698, 3.59413], [-0.37255, 6.41822, 2.92911], [-1.27802, -0.24953, -3.11979], [-2.30084, -0.49011, -3.72617], [-0.17640, -0.90265, -3.20350], [1.37250, 2.38053, 0.58976], [-3.13946, 1.50231, -2.99896], [-4.48121, 3.56873, -1.05876], [-2.68106, 5.34950, -2.86187], [-4.31499, 5.82189, -2.18660], [-3.69260, 3.43277, -4.05575], [-5.33639, 3.83180, -3.38573], [-2.70848, 5.07413, -0.08199], [-1.76413, 7.08224, -0.03536], [-0.60779, 7.99895, 0.90792], [-3.59562, 7.58732, 1.40973], [-2.62889, 9.06446, 1.63042], [-2.89196, 6.72619, 3.35661], [-3.01216, 8.31993, 3.75715], [-0.98423, 7.58235, 4.68033], [-0.62951, 8.57875, 3.26057], [-0.41395, 5.55565, 3.59490], [0.68137, 6.66855, 2.76903], [5.06807, -0.52807, -3.28997], [3.14220, -1.08207, -3.99393], [2.53854, 0.86046, -4.61152], [4.98410, 0.31770, -2.61341], [5.69172, -0.27716, -4.14081], [5.49257, -1.37970, -2.76570], [3.08308, 1.13129, -5.51087], [2.73398, 1.57012, -3.81159], [1.47464, 0.80441, -4.81941], [1.62302, -7.08161, -0.74799], [0.55317, -6.40115, -1.59027], [0.69215, -4.87485, -1.50763], [1.21951, -4.42973, -0.12208], [0.73531, -5.40743, 0.95134], [1.41426, -6.76779, 0.74063], [0.93978, -2.62825, 0.08238], [1.95116, -1.87400, 1.44230], [3.22636, -1.22593, 0.90126], [4.31542, -2.24360, 0.59347], [4.66575, -3.03915, 1.84815], [3.43269, -3.71865, 2.43221], [2.29087, -2.73437, 2.66981], [-0.79242, -2.21113, 0.57354], [-1.25334, -2.75160, 1.93875], [-2.76323, -2.58588, 2.06765], [-3.49090, -3.50681, 1.07973], [-2.67842, -3.72179, -0.20358], [-1.84317, -2.49068, -0.52706], [2.60789, -6.73435, -1.07447], [1.61862, -8.15946, -0.90816], [-0.43454, -6.70262, -1.23387], [0.60684, -6.71505, -2.63298], [-0.27204, -4.40838, -1.72305], [1.38582, -4.51777, -2.27655], [2.31258, -4.49710, -0.15449], [-0.34790, -5.51141, 0.86575], [0.92998, -5.04552, 1.96275], [0.80510, -7.54373, 1.20771], [2.37500, -6.77894, 1.26091], [1.28386, -1.06429, 1.76800], [3.59978, -0.53796, 1.66879], [3.01484, -0.59169, 0.03203], [5.19913, -1.73512, 0.20205], [3.97891, -2.92608, -0.19869], [5.09179, -2.35514, 2.58755], [5.43578, -3.78012, 1.63223], [3.68417, -4.20861, 3.37454], [3.11136, -4.51549, 1.75902], [2.58929, -2.04732, 3.46884], [1.40646, -3.25524, 3.03757], [-0.71281, -1.11768, 0.67438], [-0.72674, -2.22686, 2.73980], [-1.00353, -3.80882, 2.04566], [-3.02028, -1.53957, 1.87322], [-3.08759, -2.79369, 3.08811], [-4.46549, -3.08239, 0.83291], [-3.68869, -4.47039, 1.55208], [-3.34052, -3.95383, -1.03807], [-2.02008, -4.58615, -0.09478], [-2.51025, -1.62653, -0.59670], [-1.38461, -2.57376, -1.51525]], "forces_ev_per_angstrom": [[-0.1739, 0.1001, 0.0085], [-0.0267, 0.0220, 0.0224], [-0.0409, -0.0089, -0.0558], [-0.1608, 0.0707, -0.0488], [0.0439, 0.0169, 0.0371], [-0.0401, 0.0991, 0.0368], [0.1124, -0.1227, -0.0734], [-0.1632, 0.0781, 0.0248], [0.0078, -0.1174, -0.1074], [0.0322, -0.0173, 0.0680], [-0.1189, 0.0732, -0.0648], [-0.0537, -0.0626, 0.0138], [0.0157, 0.0457, 0.0819], [0.0533, 0.0173, 0.0373], [0.1270, -0.1409, -0.0114], [0.0866, -0.1054, 0.0337], [-0.0527, 0.0390, -0.0590], [-0.0356, 0.0770, -0.1220], [-0.0513, 0.0038, 0.1181], [-0.0584, -0.0345, -0.0170], [-0.0734, 0.0823, 0.0475], [0.1511, -0.0665, 0.1170], [-0.0947, 0.1342, -0.0681], [-0.0801, 0.0546, 0.0386], [0.3365, -0.2045, 0.1472], [0.0478, -0.0245, 0.0154], [0.0470, -0.0409, 0.0041], [0.0195, 0.0184, -0.0221], [0.0304, 0.0210, -0.0010], [-0.0081, 0.0394, -0.0027], [0.0145, -0.0255, -0.0385], [-0.0336, -0.0033, -0.0133], [-0.0565, 0.0460, 0.0006], [-0.0036, 0.0035, 0.0391], [-0.0204, 0.0001, 0.0142], [0.0426, 0.0389, -0.0380], [0.0195, -0.0408, -0.0531], [0.0465, 0.0444, 0.0003], [0.0039, -0.0181, -0.0205], [0.0298, -0.0148, -0.0575], [0.0420, -0.0632, 0.0408], [0.0275, 0.0255, -0.0272], [-0.0616, -0.0195, -0.0010], [-0.0245, 0.0662, 0.1198], [0.0511, -0.1456, -0.1082], [0.0599, 0.0311, 0.0216], [0.0173, 0.0024, 0.0028], [0.0118, 0.0103, -0.0463], [0.0019, -0.0313, 0.0057], [0.0055, 0.0002, 0.0079], [-0.0115, 0.0089, -0.0185], [-0.0639, -0.0057, -0.0119], [0.0473, -0.0543, -0.0315], [-0.0275, 0.0004, -0.0700], [-0.0097, 0.1003, -0.0251], [0.0418, -0.0545, -0.0517], [-0.0487, 0.0744, 0.1258], [0.0207, -0.0364, 0.0612], [-0.0172, 0.1590, -0.1175], [-0.1619, -0.0408, 0.1095], [0.1300, 0.1740, 0.0316], [0.0550, -0.0362, -0.0767], [0.0304, 0.0210, -0.0292], [0.0072, -0.0879, 0.0174], [-0.0453, 0.0229, 0.0542], [-0.0147, 0.0319, 0.0988], [0.1029, -0.0203, 0.0749], [-0.0220, 0.0423, 0.0768], [-0.0670, -0.0279, 0.0109], [-0.0290, -0.0292, -0.0909], [0.0189, 0.0505, -0.1019], [0.0138, 0.0131, -0.0061], [-0.0130, 0.0034, -0.0072], [-0.0299, -0.0115, 0.0247], [0.0159, -0.0058, 0.0070], [0.0068, -0.0269, -0.0020], [-0.0082, -0.0242, 0.0022], [0.0018, 0.0174, -0.0060], [-0.0132, -0.0319, -0.0053], [0.0014, -0.0320, -0.0779], [-0.0099, 0.0114, -0.0099], [0.0068, -0.0085, -0.0052], [0.0329, -0.0624, -0.0057], [0.0295, -0.0211, 0.0062], [-0.0448, -0.0300, -0.0419], [0.0150, -0.0046, 0.0266], [-0.0202, -0.0049, 0.0026], [0.0067, 0.0318, 0.0342], [0.0113, -0.0131, -0.0219], [0.0046, 0.0154, 0.0063], [0.0111, -0.0042, 0.0030], [0.0182, 0.0217, 0.0019], [-0.0164, 0.0072, 0.0001], [0.0215, -0.0640, -0.0173], [-0.0321, -0.0008, -0.0055], [-0.0177, 0.0294, -0.0115], [-0.0028, 0.0168, -0.0138], [0.0201, -0.0057, -0.0049], [-0.0055, 0.0118, -0.0001], [0.0037, -0.0126, 0.0022], [0.0013, 0.0081, -0.0060], [0.0342, -0.0419, 0.0183], [-0.0282, 0.0040, 0.0086], [-0.0026, -0.0308, 0.0202]]}